i:
22
Properties=species:S:1:pos:R:3 method="wB97M-V/def2-TZVPD" gap_ha=0.32515 total_charge=0 lumo_ev=1.05
C 1.01 1.67 -0.85
C 0.93 0.53 0.13
C 2.05 0.01 0.65
N 3.36 0.39 0.30
C -0.40 0.20 0.73
C -1.39 -0.45 -0.23
C -2.71 -0.76 0.47
N -0.84 -1.71 -0.80
H 0.13 1.70 -1.50
H 1.03 2.65 -0.36
H 1.78 1.55 -1.59
H 2.02 -0.81 1.36
H 3.96 -0.34 -0.06
H 3.45 1.33 -0.04
H -0.87 1.12 1.09
H -0.29 -0.44 1.62
H -1.52 0.21 -1.09
H -2.47 -1.53 1.17
H -3.17 0.03 1.07
H -3.52 -0.99 -0.22
H -1.38 -1.90 -1.64
H -1.15 -2.46 -0.20


ii:
22
Properties=species:S:1:pos:R:3 method="wB97M-V/def2-TZVPD" gap_ha=0.36755 total_charge=0 smiles="[H]/N=C/NC.C=CCC" lumo_ev=1.07
H -3.05 2.33 1.73
N -2.47 1.73 1.16
C -1.32 2.26 1.00
N -0.37 1.69 0.19
C 1.03 1.87 0.50
H -1.02 3.21 1.45
H -0.67 0.75 -0.05
H 1.63 1.53 -0.34
H 1.22 2.93 0.67
H 1.33 1.33 1.40
C 2.43 -1.26 -1.17
C 1.14 -1.55 -1.27
C 0.41 -2.62 -0.54
C -0.98 -2.20 -0.08
H 2.91 -0.57 -1.85
H 3.03 -1.74 -0.41
H 0.54 -1.01 -2.01
H 0.32 -3.46 -1.23
H 0.97 -2.98 0.32
H -1.58 -1.85 -0.92
H -1.53 -3.01 0.38
H -0.92 -1.39 0.65


iii:
22
Properties=species:S:1:pos:R:3 method="wB97M-V/def2-TZVPD" gap_ha=0.37691 total_charge=0 lumo_ev=0.87
H -2.98 0.23 0.96
N -2.16 -0.27 0.60
C -1.06 0.10 1.10
C -0.87 1.08 2.22
C 0.20 -1.08 0.96
C 1.62 -0.55 0.78
H 0.18 1.32 2.36
H -1.26 0.67 3.15
H -1.40 2.02 1.99
H 0.09 -1.47 1.97
H -0.05 -1.92 0.31
H 1.81 -0.25 -0.25
H 2.35 -1.32 1.06
H 1.81 0.33 1.39
H -0.65 1.28 -0.46
N -0.18 1.32 -1.43
C -0.10 0.17 -1.91
C 0.63 -0.17 -3.16
H -0.40 -0.70 -1.25
H 1.44 -0.86 -2.94
H -0.05 -0.67 -3.85
H 1.03 0.74 -3.62


iv:
22
Properties=species:S:1:pos:R:3 method="wB97M-V/def2-TZVPD" gap_ha="0.30541 / 0.25899" total_charge=0 lumo_ev="0.30 / -0.27"
C -1.60 -1.13 -0.15
C -0.90 0.33 1.83
C -1.19 0.32 0.12
N -1.95 1.29 -0.30
H -2.61 1.65 0.40
H -2.49 -1.38 0.42
H -0.80 -1.81 0.15
H -1.83 -1.25 -1.21
H -1.89 0.02 2.18
H -0.21 -0.40 2.25
H -0.71 1.34 2.19
C 2.64 -0.33 -0.01
N 0.55 -0.11 -2.09
C 0.45 0.66 -0.89
C 1.43 0.52 0.12
H -0.34 -0.07 -2.58
H 0.75 -1.09 -1.93
H 0.26 1.70 -1.14
H 1.51 1.37 0.78
H 2.48 -1.19 -0.66
H 2.99 -0.67 0.97
H 3.46 0.24 -0.46


It is iv that is the least stable of them.


i:
10
Properties=species:S:1:pos:R:3 method="wB97M-V/def2-TZVPD" gap_ha=0.36877 total_charge=0 smiles=Fc1cn(S)cn1 lumo_ev=0.51
F 0.48 1.41 -2.48
C 0.13 0.63 -1.39
C 0.78 0.68 -0.23
N -0.08 -0.12 0.65
S -0.09 -0.26 2.34
C -0.97 -0.70 -0.18
N -0.88 -0.30 -1.37
H 1.62 1.31 0.26
H 0.83 -1.26 2.31
H -1.82 -1.39 0.08


ii:
10
Properties=species:S:1:pos:R:3 method="wB97M-V/def2-TZVPD" gap_ha=0.35683 total_charge=0 smiles=Cc1snnc1F lumo_ev=0.17
C 0.05 0.27 -1.51
C -0.31 -0.03 -0.12
S -1.76 -0.47 0.58
N -1.20 -0.51 2.09
N 0.11 -0.30 2.16
C 0.68 -0.06 1.02
F 1.96 0.32 0.99
H -0.92 0.53 -2.05
H 0.87 0.94 -1.33
H 0.51 -0.69 -1.83


It is ii that is the least stable of them.


i:
21
Properties=species:S:1:pos:R:3 method="wB97M-V/def2-TZVPD" gap_ha=0.27540 total_charge=-1 lumo_ev=3.63
C 1.89 0.26 2.20
C 2.72 0.70 1.02
C 0.21 0.21 1.91
O -0.24 -0.92 1.81
O -0.39 1.23 1.59
H 2.08 -0.69 2.71
H 2.11 1.03 2.96
H 3.77 0.37 0.85
H 2.68 1.82 0.98
H 2.27 0.49 0.01
C -1.33 -0.42 -1.93
C -2.38 0.34 -2.87
C -0.50 -1.37 -2.70
H -0.80 0.48 -1.66
H -1.84 -0.87 -0.98
H -2.02 0.63 -3.80
H 0.33 -0.98 -3.29
H 0.01 -2.27 -2.19
H -1.15 -1.89 -3.40
H -3.33 -0.24 -2.85
H -2.70 1.29 -2.35


ii:
21
Properties=species:S:1:pos:R:3 method="wB97M-V/def2-TZVPD" gap_ha=0.20293 total_charge=-1 lumo_ev=3.32
C 1.80 1.56 1.85
O 2.20 1.79 3.02
C 1.26 0.21 1.48
C 1.04 -0.20 0.08
C -0.42 -0.33 -0.14
C -0.94 -1.48 -0.69
C -2.39 -1.94 -0.70
H 2.70 1.63 1.06
H 0.99 2.47 1.66
H 1.91 -0.59 2.05
H 0.31 0.17 1.99
H 1.39 0.63 -0.56
H 1.72 -0.98 -0.18
H -1.02 0.45 0.26
H -0.34 -2.29 -1.13
H -3.06 -1.39 0.03
H -2.39 -3.03 -0.56
H -2.88 -1.76 -1.70
H -0.95 1.13 -2.09
H -0.03 2.02 -3.03
O -0.91 1.95 -2.69


iii:
21
Properties=species:S:1:pos:R:3 method="wB97M-V/def2-TZVPD" gap_ha=0.25870 total_charge=-1 lumo_ev=3.24
C 1.43 -0.66 0.52
C 0.55 -1.56 1.36
C 2.26 0.41 1.32
O 1.91 0.60 2.50
O 3.15 0.97 0.64
H 2.23 -1.20 0.01
H 1.04 -0.14 -0.36
H 0.84 -1.56 2.40
H 0.66 -2.61 1.03
H -0.51 -1.31 1.24
C -2.86 -0.25 -1.59
C -2.33 1.02 -0.96
C -2.94 -0.20 -3.12
H -2.19 -1.08 -1.34
H -3.77 -0.65 -1.14
H -2.32 0.94 0.12
H -3.52 -1.00 -3.57
H -3.33 0.75 -3.48
H -1.92 -0.20 -3.52
H -1.30 1.20 -1.28
H -2.89 1.90 -1.27


It is ii that is the least stable of them.


i:
21
Properties=species:S:1:pos:R:3 method="wB97M-V/def2-TZVPD" gap_ha=0.37837 total_charge=0 lumo_ev=1.12
C -1.80 -0.95 -0.68
C -1.30 0.40 -1.09
C -1.20 1.49 -0.32
C -1.55 1.62 1.13
H -1.18 -1.74 -1.13
H -2.83 -1.12 -1.03
H -1.79 -1.09 0.41
H -1.00 0.49 -2.13
H -0.80 2.40 -0.78
H -2.30 2.41 1.28
H -0.68 1.91 1.72
H -1.96 0.70 1.55
C 2.90 -0.87 -0.96
C 1.82 -1.09 -0.23
C 1.52 -0.42 1.08
H 3.08 -1.39 -1.89
H 3.66 -0.15 -0.65
H 1.09 -1.83 -0.58
H 2.14 0.46 1.23
H 1.70 -1.11 1.92
H 0.47 -0.13 1.12


ii:
21
Properties=species:S:1:pos:R:3 method="wB97M-V/def2-TZVPD" gap_ha=0.36049 total_charge=0 lumo_ev=1.15
C 0.49 0.41 2.03
C 1.47 0.35 1.07
C 2.35 -0.85 0.90
C 0.42 0.05 -1.08
C -0.93 0.15 -1.00
C -2.05 0.81 -1.69
C -2.13 -0.66 -1.32
H -0.92 0.47 1.26
H 0.23 -0.48 2.59
H 0.22 1.36 2.49
H 1.88 1.30 0.72
H 3.17 -0.82 1.64
H 1.80 -1.79 1.06
H 2.82 -0.89 -0.09
H 1.02 0.87 -1.46
H 0.89 -0.93 -1.07
H -1.23 0.45 0.48
H -2.71 1.50 -1.16
H -1.90 1.06 -2.74
H -2.04 -1.41 -2.11
H -2.82 -0.94 -0.52


iii:
21
Properties=species:S:1:pos:R:3 method="wB97M-V/def2-TZVPD" gap_ha=0.31093 total_charge=0 lumo_ev=0.50
C -1.26 -0.91 -0.56
C -0.41 0.36 -0.72
C -0.80 1.62 -0.02
C -1.82 1.48 1.04
C 1.09 0.17 -0.29
C 1.24 -0.19 1.19
C 1.80 -0.85 -1.17
H -0.89 -1.71 -1.22
H -2.30 -0.72 -0.83
H -1.25 -1.31 0.46
H -0.35 0.61 -1.79
H 1.56 1.15 -0.45
H -2.73 1.74 0.47
H -1.73 2.26 1.81
H -1.99 0.50 1.50
H 2.30 -0.25 1.46
H 0.79 -1.16 1.42
H 0.77 0.56 1.85
H 1.69 -0.62 -2.23
H 2.87 -0.86 -0.94
H 1.42 -1.87 -1.00


iv:
21
Properties=species:S:1:pos:R:3 method="wB97M-V/def2-TZVPD" gap_ha="0.26315 / 0.32859" total_charge=0 lumo_ev="0.29 / 0.89"
C -0.01 -1.72 -1.28
C -0.02 -1.82 0.16
C 1.24 -1.48 0.79
C -1.15 0.49 1.20
C -0.99 1.39 0.21
C 0.18 2.33 0.05
C 1.01 1.50 -0.89
H 0.94 -2.07 -1.71
H -0.85 -2.19 -1.81
H 0.05 -0.58 -1.49
H -0.91 -2.09 0.71
H 2.07 -2.06 0.37
H 1.45 -0.41 0.44
H 1.25 -1.54 1.88
H -2.07 -0.07 1.30
H -0.45 0.47 2.04
H -1.73 1.44 -0.59
H -0.14 3.31 -0.34
H 0.67 2.50 1.01
H 2.08 1.46 -0.71
H 0.74 1.58 -1.94


It is ii that is the least stable of them.